Here is a molecular structure, C28H58AlNO27 in a non-equilibrium geometry from the OMol25 dataset. Energies are from wB97M-V/def2-TZVPD.

Element x y z (Å)
Al: 1.4473 -0.7219 -2.4400
C: -0.9985 -0.3374 2.0692
C: 0.1010 -1.1541 1.3067
C: -0.5050 -2.3650 0.6518
O: 0.9027 -0.4223 0.4427
H: -1.8376 -0.8670 2.5204
H: -1.4522 0.4845 1.5155
H: -0.6022 0.1730 2.9471
H: 0.6677 -1.5515 2.1488
H: -1.2937 -2.0979 -0.0515
H: -0.8155 -3.1228 1.3712
H: 0.1788 -3.0114 0.1017
C: -6.1084 3.1614 3.1089
O: -5.1235 2.6156 2.2680
C: -4.2800 3.3944 1.5111
O: -4.3488 4.6217 1.2939
O: -3.3313 2.6148 1.0632
C: -2.3765 3.1224 0.1622
H: -6.6754 3.8095 2.4407
H: -5.7193 3.8392 3.8686
H: -6.7940 2.4079 3.4965
H: -1.5293 2.4646 -0.0320
H: -2.0091 4.1089 0.4450
H: -2.8385 3.1393 -0.8249
C: -2.6442 -4.3092 -1.0851
O: -2.9255 -3.9300 -2.4708
C: -2.2203 -2.9180 -3.0398
O: -1.2328 -2.2825 -2.6007
O: -2.8013 -2.7200 -4.2628
C: -2.1974 -1.7332 -5.1533
H: -3.0305 -3.5399 -0.4165
H: -1.5956 -4.4688 -0.8339
H: -3.2834 -5.1890 -1.0121
H: -1.4433 -2.2296 -5.7640
H: -1.7263 -0.8568 -4.7083
H: -3.0148 -1.3865 -5.7855
C: 0.2654 -5.5758 -4.0650
O: 0.7390 -5.8613 -2.7810
C: 1.2386 -4.9108 -2.0024
O: 1.3593 -3.6768 -2.1549
O: 1.6223 -5.4989 -0.8397
C: 1.4750 -6.8669 -0.4696
H: -0.6328 -4.9583 -4.0704
H: 0.0752 -6.5605 -4.4920
H: 1.0200 -5.1664 -4.7366
H: 1.5170 -6.9660 0.6150
H: 2.2927 -7.4958 -0.8218
H: 0.5696 -7.3637 -0.8183
C: 3.2602 -2.9365 1.7924
O: 4.4241 -3.1368 1.0285
C: 4.6746 -2.6005 -0.1474
O: 3.8270 -2.1723 -0.9156
O: 6.0368 -2.6420 -0.3630
C: 6.6408 -2.0350 -1.4171
H: 3.0583 -3.7240 2.5185
H: 2.3752 -3.0290 1.1629
H: 3.3228 -2.0375 2.4056
H: 6.4190 -2.4976 -2.3788
H: 7.7033 -2.2384 -1.2830
H: 6.4690 -0.9645 -1.5296
C: 4.9433 2.9576 -3.4540
O: 5.1487 2.7115 -2.0561
C: 4.6088 1.6812 -1.4481
O: 3.9309 0.8586 -1.9695
O: 4.8905 1.8016 -0.0984
C: 4.5756 0.6729 0.7548
H: 4.5624 2.1148 -4.0307
H: 5.8771 3.2772 -3.9166
H: 4.1754 3.7309 -3.4786
H: 5.4842 0.0776 0.8453
H: 3.6615 0.1259 0.5240
H: 4.4651 1.1243 1.7408
C: 0.9945 2.8213 1.0579
O: 0.9042 3.7560 -0.0361
C: 0.9065 3.2359 -1.3071
O: 0.9281 2.1028 -1.6190
O: 1.0725 4.2954 -2.0750
C: 1.0910 4.1403 -3.4731
H: 1.2551 3.4075 1.9391
H: 1.8435 2.1383 1.0308
H: 0.0963 2.2442 1.2778
H: 0.5122 3.2803 -3.8100
H: 2.0733 4.1249 -3.9451
H: 0.5616 4.9633 -3.9532
C: -1.1737 2.7666 4.0579
O: -2.2030 2.1669 4.7744
C: -3.1736 2.8757 5.3446
O: -3.3941 4.1066 5.1626
O: -3.9451 2.0201 6.0932
C: -4.8687 2.5298 7.0941
H: -0.2957 2.8116 4.7023
H: -1.4988 3.7484 3.7136
H: -0.9417 2.0501 3.2700
H: -5.1448 1.8335 7.8859
H: -5.8166 2.8454 6.6581
H: -4.4322 3.3993 7.5855
C: -3.7100 -0.4766 -0.8086
O: -3.7827 0.5816 -1.8047
C: -2.6871 0.8822 -2.5216
O: -1.5542 0.4729 -2.4380
O: -3.0657 1.8014 -3.4162
C: -2.1565 2.1329 -4.4202
H: -4.7225 -0.6648 -0.4514
H: -3.1343 -0.1124 0.0423
H: -3.3387 -1.4277 -1.1903
H: -1.1853 2.4306 -4.0248
H: -2.4729 2.9825 -5.0253
H: -1.9432 1.2651 -5.0443
C: 2.4118 0.5666 3.5616
N: 2.0618 1.7575 4.4148
O: 1.5053 1.5974 5.4774
O: 2.3726 2.9071 4.0828
H: 3.4586 0.2705 3.6296
H: 2.0110 0.7070 2.5577
H: 1.9616 -0.2986 4.0481

charge = +3
orbital gap (alpha / beta) = 3.949 / 3.700 eV
2S+1 = 2
<S²> = 1.7743
lowest unoccupied orbital energy (alpha / beta) = -13.24 / -13.48 eV

Mulliken population analysis, charges in e, atoms 1 to 8: 1.832, -1.140, 1.402, -1.046, -0.081, 0.415, -0.135, 0.257

***

Here is 3 unconnected molecules or ions with the total composition C28H58BBrN6O4PS in a non-equilibrium geometry from the OMol25 dataset. Energies are from wB97M-V/def2-TZVPD.

Element x y z (Å)
N: -6.3203 1.0283 -3.7132
B: -5.7310 -0.2309 -3.0407
O: -6.7055 -1.1904 -2.4869
P: -3.8109 -0.4404 -3.0313
Br: -1.5623 -0.1452 -3.1972
C: -4.1050 -1.3174 -4.6991
C: -3.0625 -2.5231 -5.0621
C: -2.4044 -2.1624 -6.5323
C: -0.8940 -1.5297 -6.4681
N: -0.8006 -0.0521 -6.7807
C: -1.7344 1.1073 -6.5138
C: -1.2924 2.6216 -6.9590
C: 0.1661 2.2632 -7.6170
C: 0.3976 0.6145 -7.4885
O: -3.7777 -2.0248 -2.2365
C: -4.0640 -1.9210 -0.7975
C: -3.3166 -0.4897 -0.3840
C: -3.4799 0.0352 1.1763
C: -1.9571 0.2719 1.7466
C: -1.9042 0.9518 3.2588
C: -0.3875 0.5906 3.8478
S: 0.2437 1.8633 5.0878
C: 2.1219 1.8600 4.8409
N: 2.6890 0.4553 4.8396
N: 4.0394 0.6861 4.6102
C: 4.3419 2.1920 4.4747
O: 3.0713 2.9630 4.6245
O: -3.6559 0.4231 -1.4875
H: -7.2781 1.2302 -3.3503
H: -5.7404 1.8709 -3.5059
H: -6.4721 -2.1142 -2.7961
H: -3.8590 0.8100 -3.8028
H: -5.1865 -1.8180 -4.6267
H: -4.2044 -0.5359 -5.5962
H: -3.7049 -3.5139 -5.2381
H: -2.2848 -2.7922 -4.2326
H: -3.1230 -1.5088 -7.2203
H: -2.3123 -3.2083 -7.1004
H: -0.2678 -2.0850 -7.3196
H: -0.4199 -1.8470 -5.4446
H: -2.7649 1.0585 -5.9619
H: -1.8650 3.6397 -6.8099
H: 0.8643 3.0891 -8.0631
H: 1.3942 0.1408 -7.8814
H: -3.7537 -2.7996 -0.0852
H: -5.1648 -1.7028 -0.4443
H: -2.1771 -0.8344 -0.4013
H: -3.9363 -0.8596 1.7988
H: -4.1453 0.9998 1.2814
H: -1.4428 -0.7975 1.8688
H: -1.2577 0.8615 0.9874
H: -2.0888 2.1043 3.1554
H: -2.6738 0.4729 4.0063
H: -0.2890 -0.5258 4.2092
H: 0.3313 0.6820 2.9018
H: 5.4381 2.5936 4.2558
C: 5.7704 5.6262 -1.6842
C: 4.7007 4.8230 -0.9495
N: 5.1490 4.2878 0.3392
C: 4.2444 3.2745 0.8932
C: 2.8364 3.7187 1.2738
C: 5.6633 5.2609 1.3050
C: 4.7461 6.4074 1.7145
H: 6.6923 5.0460 -1.7992
H: 5.4141 5.8909 -2.6850
H: 6.0080 6.5599 -1.1654
H: 4.4273 3.9871 -1.6042
H: 3.8023 5.4421 -0.8403
H: 4.7155 2.8065 1.7674
H: 4.1558 2.4636 0.1591
H: 2.8322 4.3131 2.1890
H: 2.2141 2.8370 1.4647
H: 2.3510 4.2917 0.4790
H: 6.5834 5.6953 0.8943
H: 5.9983 4.7370 2.2095
H: 4.2602 6.8837 0.8583
H: 5.3312 7.1801 2.2241
H: 3.9758 6.0801 2.4146
C: -1.7144 -4.0321 3.4143
C: -0.8708 -5.0708 4.1483
N: 0.5009 -5.1773 3.6430
C: 1.2072 -6.3681 4.1280
C: 1.4751 -6.4681 5.6256
C: 1.2895 -3.9435 3.6349
C: 1.4715 -3.2086 4.9578
H: -1.7066 -4.2076 2.3332
H: -2.7532 -4.0891 3.7554
H: -1.3643 -3.0131 3.6051
H: -1.3727 -6.0366 4.0163
H: -0.8907 -4.8516 5.2225
H: 2.1596 -6.4688 3.5913
H: 0.6264 -7.2500 3.8292
H: 2.2705 -5.7910 5.9413
H: 1.8064 -7.4836 5.8706
H: 0.5820 -6.2659 6.2231
H: 0.8269 -3.2479 2.9235
H: 2.2789 -4.1443 3.2041
H: 0.5350 -3.1035 5.5129
H: 1.8480 -2.1983 4.7666
H: 2.2029 -3.7031 5.5991

charge = -1
orbital gap = 5.596 eV
2S+1 = 1
lowest unoccupied orbital energy = 1.24 eV

Mulliken population analysis, charges in e, atoms 1 to 8: -0.638, 0.516, -0.662, 0.894, -0.479, -0.715, -0.336, -0.610

***

Here is 5 unconnected molecules or ions with the total composition C28H58FNO14P in a non-equilibrium geometry from the OMol25 dataset. Energies are from wB97M-V/def2-TZVPD.

Element x y z (Å)
C: 5.3014 -2.7289 -2.1376
C: 4.6806 -1.1788 -2.2368
C: 3.1584 -1.3466 -2.8219
F: 2.4159 -2.3028 -1.9322
C: 2.2763 0.0398 -2.8641
N: 2.5333 1.2677 -1.9731
C: 1.6711 2.5377 -2.0207
P: 2.1615 4.0016 -0.8430
O: 1.0939 4.0145 0.3486
O: 2.2290 5.5467 -1.6428
O: 3.8047 3.6629 -0.2806
C: 0.3585 2.6343 -3.0529
C: 0.0164 1.3555 -4.0745
C: -1.2798 1.4987 -5.0784
O: -2.1808 0.4916 -5.2392
O: -1.6050 2.7436 -5.8497
C: 1.0121 0.0552 -3.9589
C: 0.6982 -1.2296 -4.9767
C: 1.3500 -0.8002 -6.4374
C: 2.8743 -1.3946 -6.6780
O: 0.4868 -1.1145 -7.5907
H: 5.4319 -3.0973 -1.0347
H: 6.2989 -2.7698 -2.7758
H: 4.5632 -3.4972 -2.6761
H: 4.7376 -0.6454 -1.1893
H: 5.3937 -0.6259 -3.0164
H: 3.2472 -1.8219 -3.9132
H: 3.3370 1.2454 -1.2914
H: 2.6194 5.4744 -2.5787
H: 4.4115 3.6984 -1.0980
H: -0.2872 3.6173 -3.0336
H: -2.6210 2.7263 -5.9073
H: 1.1868 -2.2418 -4.5833
H: -0.4671 -1.4663 -5.0467
H: 1.4685 0.3856 -6.4127
H: 2.8790 -2.5689 -6.6516
H: 3.5661 -0.8905 -5.8761
H: 3.2411 -0.9814 -7.7355
H: 0.6652 -0.3760 -8.2726
C: 0.6947 -0.8082 3.2135
O: 1.2951 -2.0929 3.3375
C: 0.3222 -3.1396 3.4143
C: 0.2007 -3.8831 2.0814
O: -0.3734 -3.0467 1.0716
C: 0.6046 -2.5519 0.1635
H: 1.4801 -0.0835 2.9819
H: -0.0474 -0.7842 2.4112
H: 0.2263 -0.5254 4.1610
H: -0.6506 -2.7485 3.7368
H: 0.6716 -3.8421 4.1777
H: -0.4772 -4.7326 2.2133
H: 1.1732 -4.2755 1.7601
H: 0.9558 -3.3632 -0.4809
H: 1.4519 -2.1014 0.6877
H: 0.1360 -1.7872 -0.4619
C: 3.2911 3.6106 5.0382
O: 4.0475 3.8119 3.8493
C: 3.3279 4.5709 2.8724
C: 3.8169 6.0210 2.8261
O: 3.4751 6.7221 4.0263
C: 4.5909 6.8727 4.8971
H: 3.9532 3.1871 5.7984
H: 2.8798 4.5487 5.4199
H: 2.4807 2.9010 4.8459
H: 2.2477 4.5256 3.0577
H: 3.5221 4.1036 1.9016
H: 3.3118 6.5362 2.0026
H: 4.8968 6.0660 2.6390
H: 5.2910 7.6021 4.4793
H: 5.1032 5.9215 5.0662
H: 4.2279 7.2478 5.8579
C: -5.0958 -3.2157 -1.3428
O: -5.3218 -3.4907 -2.7211
C: -6.5645 -2.9519 -3.1834
C: -6.3466 -1.6719 -3.9948
O: -5.8757 -0.6054 -3.1642
C: -4.4795 -0.3776 -3.3218
H: -4.0658 -3.4929 -1.1023
H: -5.2324 -2.1555 -1.1140
H: -5.7724 -3.8181 -0.7292
H: -7.2514 -2.7752 -2.3466
H: -7.0154 -3.7078 -3.8344
H: -7.3075 -1.3508 -4.4095
H: -5.6610 -1.8493 -4.8324
H: -4.2867 0.0809 -4.2962
H: -3.9056 -1.3036 -3.2276
H: -4.1545 0.3141 -2.5399
C: -4.7406 -0.8307 7.3505
O: -5.3082 -1.4152 6.1833
C: -4.8175 -0.8110 4.9824
C: -3.7704 -1.6978 4.3030
O: -2.5722 -1.7751 5.0822
C: -2.4677 -3.0076 5.7866
H: -5.0152 -1.4470 8.2109
H: -3.6501 -0.7845 7.2905
H: -5.1473 0.1745 7.4965
H: -4.4155 0.1899 5.1823
H: -5.6741 -0.7008 4.3097
H: -3.4968 -1.2466 3.3437
H: -4.1732 -2.6979 4.1017
H: -2.2548 -3.8188 5.0841
H: -3.3797 -3.2318 6.3467
H: -1.6364 -2.9297 6.4924

charge = +1
orbital gap = 4.401 eV
2S+1 = 1
lowest unoccupied orbital energy = -6.14 eV

Mulliken population analysis, charges in e, atoms 1 to 8: -0.928, -0.398, 0.182, -0.230, 0.141, 0.039, 0.037, 1.027

***

Here is 8 unconnected molecules or ions with the total composition C28H58NO15S6 in a non-equilibrium geometry from the OMol25 dataset. Energies are from wB97M-V/def2-TZVPD.

Element x y z (Å)
N: 6.3340 15.3840 11.4860
H: 6.7320 16.2090 11.2240
H: 5.5920 15.1350 10.9370
H: 5.9630 15.6820 12.4330
H: 6.8580 14.6160 11.7630
C: 6.1520 9.0850 12.8710
C: 5.2630 9.1960 11.5850
C: 3.7300 9.4010 11.8930
O: 3.5870 10.8310 11.9000
C: 4.6770 11.3830 11.5420
O: 4.9260 12.6720 11.4970
O: 5.5760 10.4660 11.1370
H: 5.9420 9.9800 13.6450
H: 7.1530 8.9390 12.5840
H: 5.9770 8.1850 13.3830
H: 5.3790 8.4090 11.0140
H: 3.3800 8.7820 12.5600
H: 3.0160 8.8570 11.1870
C: 2.5230 13.9300 16.9980
C: 3.0330 12.5660 16.3570
C: 2.5200 12.6220 14.8370
S: 2.5460 14.3650 14.3080
O: 1.2610 14.7740 13.8420
O: 3.8370 14.6140 13.7920
C: 2.6350 14.9820 15.9010
H: 3.1010 14.0010 17.9520
H: 1.5090 13.8050 17.4720
H: 2.7010 11.7520 17.1040
H: 4.0460 12.9860 16.3970
H: 1.5160 12.3090 14.5370
H: 3.0380 12.0870 14.2290
H: 1.9790 15.9110 16.2510
H: 3.8100 15.2080 16.0940
C: 7.7420 19.5670 7.1580
C: 8.1750 20.5930 8.1670
C: 8.0470 20.0140 9.6090
S: 7.1740 18.4870 9.4660
O: 6.1650 18.3870 10.4310
O: 8.2270 17.5100 9.4960
C: 6.6740 18.7480 7.7840
H: 8.5390 18.6410 7.0500
H: 7.3930 19.9470 6.0280
H: 7.3390 21.3110 7.9760
H: 9.2340 21.1330 7.9040
H: 7.3910 20.6990 10.2550
H: 9.0770 19.6990 9.9440
H: 5.8540 19.3970 7.8150
H: 6.1730 17.9310 7.4290
C: 8.6870 13.0740 6.6390
C: 9.9320 13.9200 7.1020
C: 9.5790 14.8350 8.2670
S: 8.1890 13.9340 8.9800
O: 7.0630 14.8150 8.8610
O: 8.5330 13.4830 10.2590
C: 8.0380 12.5930 7.8720
H: 9.1260 12.3910 5.9060
H: 8.0390 13.5240 6.0060
H: 10.2970 14.5190 6.3590
H: 10.7690 13.2120 7.1570
H: 9.2510 15.9130 7.9580
H: 10.4230 14.9590 9.0790
H: 7.0040 12.3710 7.8080
H: 8.6360 11.7140 7.9350
C: 11.3560 16.7390 13.5560
C: 10.9270 17.4630 14.8040
C: 9.4480 17.6560 14.6700
S: 9.3380 18.1930 13.0360
O: 9.4750 19.5700 13.0420
O: 8.0540 17.6720 12.5040
C: 10.7680 17.4380 12.3370
H: 10.9240 15.7470 13.5320
H: 12.4450 16.4850 13.4380
H: 11.4750 18.6000 15.2050
H: 11.1000 16.6970 15.5910
H: 9.1680 18.5700 15.5370
H: 8.8780 16.8150 14.8260
H: 11.4830 18.0230 11.8570
H: 10.3490 16.8690 11.5050
C: 1.2530 18.8100 9.3790
C: 0.8280 17.8640 10.4560
C: 1.5460 16.4630 10.2970
S: 3.1740 17.0640 10.1120
O: 3.8550 16.2240 9.2590
O: 3.6740 17.4440 11.4070
C: 2.7630 18.5790 9.2050
H: 1.0710 19.7650 9.7430
H: 1.0310 18.8880 8.3350
H: -0.1950 17.5640 10.4530
H: 1.0120 18.4870 11.5520
H: 1.5410 16.0700 9.3950
H: 1.3720 15.7680 11.1420
H: 3.2220 18.4950 8.1580
H: 3.4330 19.1980 9.7060
C: 7.1480 12.5450 17.4100
C: 7.1710 11.2860 16.6210
C: 8.0650 11.5880 15.5050
S: 8.0790 13.3830 15.2420
O: 7.4300 13.6580 14.0300
O: 9.3670 13.8320 15.4870
C: 6.9270 13.7520 16.5700
H: 8.1420 12.8280 17.8370
H: 6.2780 12.5860 17.7020
H: 6.2920 11.1500 16.2720
H: 7.3630 10.4640 17.2810
H: 7.9530 11.0790 14.3550
H: 8.9880 11.4460 15.7750
H: 5.9450 13.5880 16.0810
H: 7.0320 14.7550 17.0560

charge = +1
orbital gap = 10.106 eV
2S+1 = 1
lowest unoccupied orbital energy = -1.44 eV

Mulliken population analysis, charges in e, atoms 1 to 8: 1.233, -0.251, 0.139, 0.243, -0.050, -0.971, -0.066, -0.775

***

| no. | E_tot (hartree) |
| --- | --- |
| 1 | -3428.96364 |
| 2 | -5069.11359 |
| 3 | -2650.17341 |
| 4 | -4673.36935 |